A molecular structure, C55H51N5O4P2ReS at a distorted geometry. Source: the OMol25 dataset; level of theory: ωB97M-V with the def2-TZVPD basis set.

Results
Electronic energy = -105036.0918 eV
Relative energy (zero: lowest compared OMol25 entry of this formula, charge and spin) = 0.0 kJ/mol
Spin multiplicity = 2
Max |F| = 0.0591 Eh/bohr
Total charge = +2
LUMO energy (spin up / spin down) = -5.459 / -6.093 eV
HOMO (spin up / spin down) = -12.249 / -12.288 eV
Gap between HOMO and LUMO (spin up / spin down) = 6.79 / 6.19 eV

The geometry in XYZ format:
```
119
Properties=species:S:1:pos:R:3:lowdin_spin:R:1
Re -0.058 0.355 -0.210 0.74
O -0.341 0.320 3.259 -0.01
S 0.369 -0.398 2.195 0.00
C 2.085 -0.378 2.601 0.00
C 2.472 -0.063 3.893 0.00
C 3.833 -0.053 4.169 0.00
C 4.754 -0.331 3.164 0.00
C 4.332 -0.620 1.871 0.00
C 2.971 -0.657 1.583 0.00
P 2.234 -0.898 -0.057 -0.01
C 3.537 -0.365 -1.184 0.00
C 4.489 -1.287 -1.611 0.00
C 5.546 -0.864 -2.409 0.00
C 5.648 0.468 -2.783 0.00
C 4.693 1.387 -2.362 0.00
C 3.638 0.974 -1.565 0.00
C 2.125 -2.691 -0.273 0.00
C 2.659 -3.576 0.660 0.00
C 2.591 -4.944 0.435 0.00
C 2.000 -5.431 -0.723 0.00
C 1.478 -4.550 -1.662 0.00
C 1.544 -3.183 -1.440 0.00
C 0.023 -2.146 2.264 0.00
C 0.503 -2.880 3.343 0.00
C 0.261 -4.242 3.380 0.00
C -0.431 -4.853 2.341 0.00
C -0.927 -4.105 1.282 0.00
C -0.720 -2.732 1.244 0.00
P -1.500 -1.628 0.039 0.03
C -3.050 -1.166 0.886 0.00
C -3.197 -1.194 2.271 0.00
C -4.373 -0.741 2.854 0.00
C -5.406 -0.262 2.063 0.00
C -5.267 -0.236 0.681 0.00
C -4.096 -0.683 0.094 0.00
C -2.110 -2.612 -1.353 0.01
C -1.599 -2.426 -2.633 0.00
C -2.095 -3.156 -3.705 0.00
C -3.107 -4.080 -3.498 0.00
C -3.632 -4.266 -2.224 0.00
C -3.146 -3.530 -1.156 0.00
H 1.728 0.182 4.641 0.00
H 4.175 0.188 5.167 0.00
H 5.813 -0.305 3.385 0.00
H 5.060 -0.810 1.091 0.00
H 4.409 -2.332 -1.336 0.00
H 6.287 -1.579 -2.740 0.00
H 6.470 0.791 -3.409 0.00
H 4.770 2.424 -2.663 0.00
H 2.887 1.682 -1.247 0.00
H 3.127 -3.205 1.564 0.00
H 3.006 -5.630 1.162 0.00
H 1.957 -6.498 -0.900 0.00
H 1.033 -4.926 -2.575 0.00
H 1.169 -2.497 -2.182 0.00
H 1.054 -2.400 4.142 0.00
H 0.623 -4.828 4.214 0.00
H -0.594 -5.923 2.359 0.00
H -1.476 -4.593 0.488 0.00
H -2.406 -1.560 2.911 0.00
H -4.478 -0.763 3.930 0.00
H -6.322 0.086 2.522 0.00
H -6.070 0.139 0.059 0.00
H -3.998 -0.662 -0.985 0.00
H -0.824 -1.699 -2.801 0.00
H -1.695 -2.993 -4.699 0.00
H -3.501 -4.646 -4.332 0.00
H -4.432 -4.977 -2.065 0.00
H -3.586 -3.655 -0.174 0.00
O -2.246 2.034 3.393 0.00
C -3.223 2.619 2.670 0.00
C -4.169 3.317 3.420 0.00
C -5.227 3.949 2.805 0.00
C -5.376 3.899 1.418 0.00
C -4.446 3.218 0.670 0.00
C -3.354 2.569 1.269 0.00
C -2.391 1.880 0.402 0.01
O -1.360 1.269 0.980 0.03
N -2.545 1.868 -0.874 0.00
N -1.484 1.162 -1.491 0.01
C -1.590 1.132 -2.767 -0.01
C -0.607 0.637 -3.686 0.01
C -0.862 0.687 -5.066 0.00
C 0.086 0.274 -5.971 0.01
C 1.319 -0.191 -5.500 0.00
C 1.579 -0.255 -4.146 0.01
C 0.604 0.148 -3.232 0.00
O 0.883 0.010 -1.913 0.10
H -1.649 1.513 2.835 0.00
H -4.047 3.342 4.494 0.00
H -5.949 4.487 3.407 0.00
H -6.209 4.393 0.938 0.00
H -4.541 3.168 -0.407 0.00
H -2.492 1.593 -3.160 0.00
H -1.824 1.057 -5.404 0.00
H -0.115 0.309 -7.032 0.00
H 2.078 -0.507 -6.204 0.00
H 2.523 -0.625 -3.764 0.00
C 0.414 3.637 -1.919 0.00
N 0.543 4.064 -0.534 0.01
C -0.275 5.229 -0.186 0.00
C 1.139 3.319 0.412 0.01
N 1.252 1.986 0.322 0.02
N 1.658 3.965 1.476 0.01
C 2.257 5.294 1.360 0.00
C 1.915 3.256 2.722 0.00
H 0.730 4.457 -2.566 0.00
H -0.622 3.401 -2.150 0.00
H 1.046 2.774 -2.114 0.00
H -1.283 5.071 -0.573 0.00
H 0.128 6.142 -0.626 0.00
H -0.337 5.343 0.891 0.00
H 1.950 1.666 0.981 0.00
H 2.356 5.571 0.315 0.00
H 3.252 5.267 1.806 0.00
H 1.669 6.051 1.879 0.00
H 1.145 2.506 2.895 0.00
H 1.873 3.971 3.542 0.00
H 2.906 2.785 2.733 0.00
```



2 unconnected molecules or ions with the total composition C11H11N at a distorted geometry. Source: the OMol25 dataset; level of theory: ωB97M-V with the def2-TZVPD basis set.

Results
Electronic energy = -13073.5194 eV
Relative energy (zero: lowest compared OMol25 entry of this formula, charge and spin) = 227.6 kJ/mol
Max |F| = 0.0724 Eh/bohr
SMILES string = c1ccccc1.c1ccncc1
LUMO energy = 0.873 eV
HOMO = -9.242 eV
Gap between HOMO and LUMO = 10.12 eV

The geometry in XYZ format:
```
23
Properties=species:S:1:pos:R:3:nbo_charge:R:1
C 1.481 0.493 1.350 -0.22
C 0.151 0.487 1.779 -0.21
C -0.520 -0.729 1.897 -0.23
C 0.180 -1.887 1.480 -0.22
C 1.490 -1.870 1.083 -0.21
C 2.134 -0.649 1.002 -0.21
H 2.001 1.443 1.353 0.22
H -0.304 1.417 2.104 0.23
H -1.502 -0.727 2.336 0.23
H -0.345 -2.862 1.533 0.22
H 2.003 -2.754 0.787 0.22
H 3.189 -0.655 0.833 0.22
C -0.562 0.053 -0.718 -0.19
C -1.878 0.032 -1.175 -0.27
C -2.275 0.930 -2.108 0.02
N -1.404 1.750 -2.741 -0.42
C -0.093 1.679 -2.375 0.02
C 0.322 0.847 -1.386 -0.27
H -0.052 -0.438 0.132 0.26
H -2.621 -0.626 -0.620 0.21
H -3.292 0.901 -2.506 0.19
H 0.507 2.372 -2.911 0.19
H 1.391 0.792 -1.127 0.21
```



A gas-phase ion, C4H11N3O (charge +1) at a distorted geometry. Source: the OMol25 dataset; level of theory: ωB97M-V with the def2-TZVPD basis set.

Results
Electronic energy = -10834.4535 eV
Relative energy (zero: lowest compared OMol25 entry of this formula, charge and spin) = 264.9 kJ/mol
Spin multiplicity = 2
Max |F| = 0.0989 Eh/bohr
Total charge = +1
LUMO energy (spin up / spin down) = -2.901 / -8.329 eV
HOMO (spin up / spin down) = -14.239 / -14.215 eV
Gap between HOMO and LUMO (spin up / spin down) = 11.34 / 5.89 eV

The geometry in XYZ format:
```
19
Properties=species:S:1:pos:R:3:lowdin_spin:R:1
O 1.316 2.380 -0.268 0.02
C 1.526 1.194 -0.209 0.02
N 2.864 0.766 -0.375 0.01
C 0.575 0.021 -0.113 0.05
C 0.021 -0.062 -1.452 0.04
N -0.473 0.426 0.920 0.68
C -1.255 -0.729 1.337 0.04
N -2.518 -0.803 0.650 0.08
H 3.161 -0.245 -0.358 0.00
H 3.565 1.424 -0.427 0.00
H 1.225 -0.868 0.101 0.00
H -0.548 -0.978 -1.704 0.00
H -0.736 0.625 -1.761 0.00
H 0.813 0.071 -2.233 0.01
H -1.126 1.199 0.570 0.01
H -1.677 -0.514 2.372 0.02
H -0.802 -1.782 1.431 0.00
H -2.734 -1.690 0.269 0.01
H -3.197 -0.432 1.247 0.00
```



C20H25FN2O2S in the gas phase at a distorted geometry. Source: the OMol25 dataset; level of theory: ωB97M-V with the def2-TZVPD basis set.

Results
Electronic energy = -41773.2872 eV
Relative energy (zero: lowest compared OMol25 entry of this formula, charge and spin) = 175.7 kJ/mol
Max |F| = 0.0204 Eh/bohr
SMILES string = CN(CCc1ccccc1)[C@@H]1CCCN(S(=O)(=O)c2cccc(F)c2)C1
LUMO energy = 0.511 eV
HOMO = -8.164 eV
Gap between HOMO and LUMO = 8.67 eV

The geometry in XYZ format:
```
51
Properties=species:S:1:pos:R:3:nbo_charge:R:1
C -1.231 -0.337 3.276 -0.41
N -1.424 0.136 1.923 -0.47
C -1.119 1.548 1.755 -0.20
C -2.261 2.281 1.026 -0.44
C -2.356 1.876 -0.417 0.07
C -3.303 0.950 -0.836 -0.25
C -3.345 0.534 -2.155 -0.21
C -2.445 1.046 -3.074 -0.22
C -1.509 1.982 -2.670 -0.17
C -1.468 2.394 -1.351 -0.25
C -0.892 -0.711 0.872 -0.08
C -1.730 -1.977 0.669 -0.40
C -1.204 -2.729 -0.552 -0.42
C 0.268 -3.081 -0.348 -0.23
N 1.072 -1.907 -0.061 -0.67
S 1.485 -1.002 -1.409 2.32
O 1.918 -1.925 -2.415 -0.94
O 0.500 -0.023 -1.772 -0.94
C 2.917 -0.130 -0.765 -0.31
C 4.044 -0.851 -0.422 -0.19
C 5.152 -0.184 0.077 -0.19
C 5.125 1.193 0.231 -0.29
C 3.981 1.887 -0.124 0.47
F 3.954 3.224 0.029 -0.33
C 2.864 1.243 -0.627 -0.30
C 0.584 -1.125 1.055 -0.25
H -1.497 -1.390 3.335 0.20
H -0.203 -0.212 3.649 0.16
H -1.902 0.214 3.935 0.20
H -0.183 1.700 1.201 0.18
H -0.998 2.002 2.742 0.20
H -3.195 2.054 1.540 0.21
H -2.074 3.355 1.096 0.21
H -4.002 0.547 -0.118 0.21
H -4.080 -0.195 -2.465 0.21
H -2.472 0.716 -4.101 0.21
H -0.807 2.386 -3.383 0.21
H -0.734 3.124 -1.038 0.20
H -0.950 -0.134 -0.055 0.25
H -2.773 -1.694 0.526 0.22
H -1.667 -2.625 1.546 0.19
H -1.295 -2.093 -1.436 0.22
H -1.779 -3.642 -0.718 0.21
H 0.693 -3.532 -1.245 0.24
H 0.384 -3.773 0.492 0.20
H 4.037 -1.920 -0.559 0.24
H 6.041 -0.733 0.345 0.22
H 5.976 1.733 0.617 0.23
H 1.974 1.779 -0.916 0.26
H 1.224 -0.244 1.141 0.21
H 0.705 -1.734 1.957 0.20
```



2 unconnected molecules or ions with the total composition C4H6I2. Source: the OMol25 dataset; level of theory: ωB97M-V with the def2-TZVPD basis set.

Results
Electronic energy = -20444.1449 eV
Relative energy (zero: lowest compared OMol25 entry of this formula, charge and spin) = 110.7 kJ/mol
Max |F| = 0.0140 Eh/bohr
LUMO energy (spin up / spin down) = -0.877 / -3.062 eV
HOMO (spin up / spin down) = -9.226 / -8.150 eV
Gap between HOMO and LUMO (spin up / spin down) = 8.35 / 5.09 eV

The geometry in XYZ format:
```
12
Properties=species:S:1:pos:R:3:nbo_charge:R:1
C 0.338 -1.098 -1.377 -0.36
C -0.360 -0.961 -0.219 -0.21
C 0.971 0.976 0.711 -0.68
C -0.091 -0.044 0.792 -0.12
I -2.009 -2.270 0.108 0.12
I -3.122 2.002 0.002 -0.06
H 0.071 -1.829 -2.120 0.21
H 1.192 -0.476 -1.587 0.20
H 1.070 1.510 1.652 0.23
H 1.930 0.536 0.440 0.22
H 0.726 1.702 -0.070 0.24
H -0.718 -0.048 1.669 0.21
```